Molecular formula: C32H38Cl3N6O2STeZn
Method: DFT, wB97M-V/def2-TZVPD

Structure (ORCA input):
```
! RIJCOSX wB97M-V def2-TZVPD def2/J DEFGRID3
* xyz 1 1
Zn 0.5190 0.4060 0.2697
Te 2.1489 -1.4731 0.1441
C 3.9885 -0.5079 -0.3566
C 4.0653 0.4755 -1.3344
C 5.2900 1.0402 -1.6613
C 6.4465 0.6125 -1.0257
C 6.3726 -0.3812 -0.0607
C 5.1473 -0.9381 0.2762
H 3.1696 0.7939 -1.8560
H 5.3418 1.8100 -2.4210
H 7.4018 1.0506 -1.2819
H 7.2697 -0.7241 0.4379
H 5.0953 -1.7134 1.0302
C -1.5385 -2.1304 3.8118
C -1.0315 -0.8779 4.5443
C 0.1746 -0.4852 3.7114
O -0.2285 -0.7514 2.3664
C -1.0092 -1.9573 2.3790
H -2.6250 -2.1995 3.8362
H -1.1293 -3.0343 4.2592
H -0.7728 -1.0690 5.5834
H -1.7812 -0.0883 4.5127
H 1.0474 -1.0968 3.9646
H 0.4435 0.5683 3.7861
H -0.3765 -2.7971 2.0799
H -1.8026 -1.8478 1.6392
Cl -4.7637 6.5257 -0.8856
C -4.9104 5.0507 -0.0030
C -3.9109 4.6714 0.8774
C -4.0342 3.4781 1.5687
C -5.1328 2.6487 1.3964
C -5.2501 1.3362 2.1441
C -4.9534 0.1488 1.2071
N -3.7144 0.2544 0.4432
C -3.5971 0.0382 -0.9070
C -2.2760 0.1377 -1.2023
N -1.5767 0.4055 -0.0506
C -2.4773 0.4826 0.9226
O -4.4183 1.2905 3.2873
C -5.1657 1.3047 4.5116
C -4.3086 1.7022 5.6732
C -3.7972 2.9534 5.8653
Cl -4.0162 4.3128 4.8504
S -2.8898 3.0812 7.3234
C -3.2042 1.4377 7.6971
C -3.9573 0.8331 6.7449
C -6.1228 3.0576 0.5031
Cl -7.5160 2.0646 0.2153
C -6.0273 4.2531 -0.1891
H -3.0379 5.2946 1.0126
H -3.2694 3.1853 2.2739
H -6.2928 1.2099 2.4513
H -5.7716 0.0722 0.4959
H -4.9176 -0.7615 1.8088
H -4.4477 -0.1618 -1.5342
H -1.7797 0.0126 -2.1492
H -2.2727 0.6869 1.9594
H -5.5734 0.3062 4.7014
H -5.9985 2.0094 4.4172
H -2.8122 1.0160 8.6081
H -4.2711 -0.2000 6.7960
H -6.8150 4.5567 -0.8639
C -0.3568 3.3249 0.5664
N -0.3425 4.7620 0.3807
C -0.5677 5.0425 -1.0432
N 0.4653 4.4226 -1.8723
C 0.4515 2.9901 -1.6604
N 0.6944 2.6368 -0.2328
C 2.0093 3.2317 0.1500
N 2.0331 4.6651 -0.0477
C 0.9788 5.2746 0.7598
C 1.7670 4.9566 -1.4590
H -1.3315 2.9406 0.2624
H -0.1957 3.0963 1.6254
H -0.5570 6.1213 -1.2005
H -1.5470 4.6524 -1.3319
H 1.2302 2.5311 -2.2729
H -0.5206 2.5902 -1.9591
H 2.7898 2.7716 -0.4584
H 2.2019 3.0066 1.2016
H 0.9968 6.3560 0.6223
H 1.1603 5.0525 1.8137
H 2.5529 4.5117 -2.0719
H 1.7708 6.0366 -1.6070
*
```

***

Molecular formula: C51H96O43P4
Method: DFT, wB97M-V/def2-TZVPD

Structure (ORCA input):
```
! RIJCOSX wB97M-V def2-TZVPD def2/J DEFGRID3
* xyz 0 1
C -10.1060 20.7167 24.7592
C -10.8040 19.6427 25.6584
O -10.2666 19.9136 26.8857
C -9.3203 20.8175 26.8535
O -8.8190 21.3060 27.8241
O -9.1821 21.3036 25.5727
H -10.8675 21.4322 24.4487
H -9.6031 20.3060 23.8837
H -10.5302 18.6899 25.2053
H -11.8734 19.8352 25.5723
C -7.5057 8.3037 25.4565
C -6.2397 8.2332 26.2394
O -6.4378 9.1398 27.2512
C -7.7316 9.5698 27.2297
O -8.1989 10.3238 28.0495
O -8.4500 8.9509 26.3271
H -7.9156 7.3816 25.0446
H -7.4369 9.0157 24.6341
H -5.4202 8.5721 25.6056
H -6.0020 7.2415 26.6244
C 0.0113 13.9630 23.7970
C -0.8110 13.2227 24.7920
O -1.6811 12.5367 23.9673
C -1.1057 12.3287 22.8118
O -1.5470 11.7128 21.9240
O -0.0780 13.1426 22.6396
H 1.0472 14.0641 24.1205
H -0.4293 14.9488 23.6478
H -1.3634 13.8776 25.4658
H -0.2351 12.5182 25.3921
C -2.9681 11.6407 27.7051
C -2.9561 10.1251 27.6690
O -3.8395 9.7979 28.6841
C -3.8252 10.7207 29.6184
O -4.4212 10.6374 30.6947
O -3.1137 11.7894 29.1043
H -3.8484 12.1231 27.2803
H -2.1648 12.1841 27.2076
H -1.9787 9.6711 27.8322
H -3.3389 9.7378 26.7247
C -0.5223 14.8360 19.6326
C 0.8598 14.2617 19.7413
O 1.5714 15.3834 20.0455
C 0.9060 16.1098 20.8086
O 1.3470 16.9985 21.5885
O -0.4250 15.7707 20.6628
H -1.2083 14.0447 19.9346
H -0.7720 15.3729 18.7175
H 1.3032 13.9777 18.7870
H 0.9463 13.4852 20.5014
C -3.6206 13.9978 17.0579
C -4.4101 12.7799 17.5080
O -3.4618 11.8120 17.7115
C -2.2138 12.3254 17.5455
O -1.1911 11.6644 17.7360
O -2.3136 13.6315 17.2563
H -3.9573 14.7993 17.7155
H -3.7672 14.2756 16.0141
H -4.9965 12.4424 16.6534
H -4.9143 13.0078 18.4471
C -11.7110 15.2193 23.1360
C -12.4196 15.5982 21.8547
O -11.5943 16.6802 21.4462
C -11.0624 17.2710 22.5817
O -10.3526 18.2819 22.5298
O -11.1926 16.4796 23.6158
H -10.9863 14.4564 22.8516
H -12.4786 14.8128 23.7945
H -13.4748 15.8507 21.9594
H -12.2879 14.8299 21.0928
C -7.2394 17.8755 20.9304
C -8.3511 17.0533 20.3097
O -7.7950 16.5726 19.1757
C -6.5387 16.6590 19.2524
O -5.7331 16.1854 18.4550
O -6.1603 17.2770 20.3326
H -7.2623 17.8907 22.0201
H -7.0808 18.8957 20.5808
H -9.1546 17.6882 19.9364
H -8.6694 16.1218 20.7777
C -12.9550 15.6711 27.5193
C -11.6724 16.2001 27.0524
O -10.8483 15.9312 28.1706
C -11.4142 14.9508 28.9739
O -10.8184 14.6470 29.9857
O -12.5612 14.6513 28.4663
H -13.5622 15.1793 26.7593
H -13.4434 16.5440 27.9524
H -11.7978 17.2811 26.9904
H -11.4766 15.7271 26.0901
C -10.8317 11.4888 20.4938
C -9.3796 10.8905 20.3521
O -9.3904 10.0848 19.1841
P -8.0120 9.7210 18.4390
O -8.0780 8.8483 17.2062
O -7.4816 11.2139 18.0523
C -8.1450 12.0122 17.0141
C -8.4845 13.4240 17.5221
O -7.0546 9.1993 19.7226
C -5.6186 9.0253 19.6894
C -4.8176 10.2735 20.0811
H -11.4647 10.6914 20.8831
H -10.7468 12.3149 21.1999
H -11.1390 11.8650 19.5180
H -8.6129 11.6630 20.2938
H -9.2941 10.2545 21.2332
H -7.4369 12.1373 16.1950
H -8.9866 11.4872 16.5621
H -8.9619 13.2766 18.4908
H -7.6026 14.0338 17.7181
H -9.2007 14.0689 17.0128
H -5.3845 8.2190 20.3846
H -5.4306 8.7306 18.6570
H -4.8067 10.5257 21.1415
H -3.8153 10.2062 19.6581
H -5.3318 11.1401 19.6656
C -0.9957 20.3815 28.6126
C -0.6877 18.8901 28.1871
O -1.6287 18.5560 27.1938
P -1.2175 17.5839 25.9844
O -0.6268 16.2108 26.3057
O -2.5008 17.6202 24.9938
C -2.4350 16.8406 23.7749
C -3.2199 17.6108 22.7746
O -0.1828 18.5415 25.1519
C -0.5228 19.9359 24.8971
C 0.6625 20.5261 24.2016
H -1.5198 20.9699 27.8595
H -1.7327 20.3450 29.4148
H -0.1405 20.9639 28.9554
H 0.3485 18.7907 27.8637
H -0.8124 18.1762 29.0012
H -1.3870 16.8522 23.4755
H -2.9148 15.8747 23.9330
H -3.3290 17.0977 21.8192
H -4.2438 17.7796 23.1082
H -2.7541 18.5739 22.5661
H -1.4892 20.0782 24.4135
H -0.6539 20.3278 25.9058
H 0.5559 21.6063 24.3011
H 1.6052 20.1500 24.5990
H 0.7144 20.2477 23.1490
C -16.2452 9.5767 25.7914
C -15.8751 11.0624 25.9472
O -14.6041 11.2150 26.4540
P -13.4934 11.7639 25.4480
O -13.8084 13.0813 24.8436
O -12.1386 11.6754 26.3530
C -11.1176 12.6064 26.2775
C -10.4408 12.6721 24.8308
O -13.2707 10.5482 24.3744
C -12.8216 9.2275 24.7798
C -11.3273 9.0072 24.3802
H -15.7018 9.1463 24.9502
H -15.8938 8.9698 26.6259
H -17.2915 9.4611 25.5084
H -16.1183 11.6465 25.0597
H -16.5890 11.5342 26.6222
H -11.6563 13.5487 26.3778
H -10.3627 12.4452 27.0470
H -11.2671 12.6598 24.1200
H -9.7721 13.5224 24.6968
H -9.7870 11.8693 24.4899
H -12.9050 9.1566 25.8643
H -13.4221 8.4650 24.2838
H -10.6940 9.4169 25.1671
H -11.2258 7.9252 24.2971
H -11.0002 9.4792 23.4538
C -8.1325 16.8428 25.4959
C -7.0420 16.1848 24.6703
O -7.6978 15.5847 23.5973
P -7.0332 14.2451 23.0269
O -7.5395 13.8652 21.6988
O -7.1837 13.0970 24.2159
C -6.7239 11.7470 24.0300
C -5.4187 11.4167 24.7781
O -5.4468 14.6378 23.0406
C -4.5357 13.7894 22.3086
C -4.3628 14.3801 20.9452
H -9.0433 16.2747 25.6850
H -7.7405 17.0893 26.4826
H -8.5168 17.7524 25.0343
H -6.1988 16.7880 24.3336
H -6.5031 15.5126 25.3380
H -7.4873 11.0050 24.2638
H -6.5676 11.4698 22.9875
H -4.6660 12.1461 24.4789
H -5.4741 11.5190 25.8619
H -5.0905 10.4373 24.4300
H -3.5962 13.8104 22.8609
H -4.7320 12.7240 22.1878
H -4.2865 15.4674 20.9458
H -3.4583 13.9642 20.5013
H -5.2433 14.2584 20.3144
*
```

***

Molecular formula: C21H35N3O2
Method: DFT, wB97M-V/def2-TZVPD

Structure (ORCA input):
```
! RIJCOSX wB97M-V def2-TZVPD def2/J DEFGRID3
* xyz 0 1
O -3.2592 -1.4364 -0.9738
C -3.1464 -0.3237 -0.5021
N -1.9682 0.1564 -0.0432
C -0.7518 -0.6288 -0.0221
C -0.2128 -0.7586 1.4014
C 1.1398 -1.4836 1.4082
C 1.0313 -2.9542 0.9549
C 1.8965 -3.2083 -0.2764
C 1.5634 -2.2018 -1.3752
C 1.6515 -0.7598 -0.8324
C 0.3137 -0.0033 -0.9233
N 2.0939 -0.7953 0.5512
C 2.7584 0.2816 1.1116
O 2.4229 0.7816 2.1714
N 3.8322 0.7432 0.3961
C 4.7194 -0.1004 -0.3751
C 5.1618 0.6317 -1.6417
C 5.8370 1.9476 -1.2617
C 4.9015 2.7743 -0.3826
C 4.4765 1.9628 0.8388
C -4.3111 0.6437 -0.3368
C -4.8864 0.4674 1.0746
C -6.0888 1.3831 1.2826
C -7.1638 1.0960 0.2392
C -6.5989 1.2733 -1.1666
C -5.3928 0.3654 -1.3794
H -1.9252 1.0791 0.3598
H -1.0440 -1.6083 -0.4118
H -0.9260 -1.2951 2.0289
H -0.0586 0.2366 1.8257
H 1.5448 -1.4287 2.4230
H -0.0058 -3.1952 0.7220
H 1.3481 -3.6159 1.7618
H 1.7341 -4.2232 -0.6421
H 2.9490 -3.1142 -0.0013
H 0.5589 -2.3967 -1.7502
H 2.2551 -2.3307 -2.2096
H 2.3784 -0.1869 -1.4114
H -0.0325 0.0100 -1.9583
H 0.4831 1.0295 -0.6039
H 4.2297 -1.0441 -0.6088
H 5.6111 -0.3236 0.2317
H 5.8479 -0.0001 -2.2079
H 4.2919 0.8380 -2.2690
H 6.1036 2.5072 -2.1600
H 6.7570 1.7356 -0.7119
H 5.3965 3.6900 -0.0570
H 4.0135 3.0504 -0.9549
H 3.7658 2.5137 1.4560
H 5.3562 1.7274 1.4544
H -3.9490 1.6718 -0.4505
H -5.1936 -0.5731 1.1992
H -4.1177 0.6823 1.8215
H -6.4926 1.2360 2.2864
H -5.7710 2.4255 1.1991
H -7.5181 0.0700 0.3593
H -8.0144 1.7648 0.3874
H -7.3666 1.0442 -1.9082
H -6.2996 2.3153 -1.3075
H -5.6905 -0.6811 -1.2983
H -4.9807 0.5141 -2.3797
*
```

***

| no. | LUMO level (eV) | Kohn-Sham gap (Eh) |
| --- | --- | --- |
| 1 | -2.12 | 0.28736 |
| 2 | 0.02 | 0.39020 |
| 3 | 0.73 | 0.34957 |